No. 1
{
  "formula": "C50H50F4GeN4O2RbSe",
  "method": "the ωB97M-V functional and the def2-TZVPD basis",
  "symbols": ["H", "H", "C", "C", "C", "C", "Se", "F", "C", "C", "C", "C", "H", "C", "H", "H", "N", "H", "H", "C", "F", "H", "C", "O", "H", "H", "H", "H", "H", "H", "H", "C", "C", "H", "C", "H", "H", "C", "H", "H", "H", "H", "H", "H", "C", "C", "C", "C", "O", "C", "H", "H", "C", "C", "N", "C", "C", "C", "C", "C", "C", "H", "F", "C", "H", "H", "C", "C", "H", "H", "H", "N", "C", "H", "C", "H", "Ge", "C", "H", "H", "C", "H", "C", "C", "C", "H", "C", "H", "H", "Rb", "C", "H", "C", "C", "C", "H", "H", "C", "H", "H", "C", "C", "C", "F", "C", "H", "C", "H", "H", "H", "C", "N", "H"],
  "coordinates": [[0.719, -1.202, -3.965], [-4.729, -4.565, -3.218], [5.317, 4.152, -3.705], [3.833, 2.113, -2.394], [6.112, 5.214, -4.414], [-3.417, -5.739, -2.023], [2.824, 0.759, -1.513], [-5.219, -2.924, 3.332], [5.908, 1.459, -1.106], [-2.119, 3.263, 1.293], [-1.517, 0.430, -2.001], [1.806, 0.208, 4.812], [-0.184, 6.041, 1.366], [-4.650, -0.155, 5.545], [-4.210, 2.938, -5.866], [1.139, 4.670, -0.224], [-0.878, -4.435, 0.332], [5.454, 5.899, -4.952], [-3.997, -0.742, 0.196], [-4.653, -1.844, 3.923], [-2.960, -1.967, 2.311], [-3.797, -6.688, -2.387], [-0.213, 3.016, -0.155], [0.772, -4.679, 2.684], [-3.540, 2.228, -1.699], [-4.775, 3.360, -3.476], [-3.831, -2.396, -2.383], [1.740, -1.952, 4.936], [0.246, -1.146, 5.422], [-6.200, -1.662, 5.435], [-3.018, 2.861, 1.748], [3.228, 2.960, -3.341], [-1.879, -4.516, -0.588], [-2.131, -7.891, -0.911], [-3.430, -3.329, -2.006], [6.806, 4.784, -5.143], [-0.727, 1.143, 4.997], [-3.664, 2.426, -5.082], [1.509, 1.770, -3.838], [6.962, 3.447, -2.527], [-2.025, -2.377, -0.704], [2.828, -1.752, 2.447], [3.072, 1.308, 2.626], [0.398, 2.416, -0.829], [0.432, 1.400, 3.201], [-0.850, 0.027, -4.710], [-1.923, 0.894, -4.387], [-0.741, -6.829, 0.312], [1.857, -6.133, 1.341], [-2.430, -3.310, -1.077], [2.638, -5.124, -1.078], [4.007, -0.861, 3.406], [-2.780, -0.222, 3.935], [-3.769, 0.308, 0.372], [-1.652, 0.146, 3.367], [2.327, -3.168, -0.434], [-0.904, 1.254, 3.918], [-2.654, 1.564, -5.397], [-0.135, -0.580, -3.727], [-1.770, -6.926, -0.569], [3.398, -0.822, 2.501], [6.948, 1.778, -0.990], [-5.216, 0.479, 6.607], [-0.316, -5.538, 0.750], [6.707, 5.805, -3.713], [2.898, 0.278, 4.869], [-3.299, 2.023, -2.736], [-2.252, 1.111, -3.027], [0.136, -0.862, -1.617], [1.509, 3.405, -4.558], [4.063, -0.785, 1.638], [1.608, -2.322, -0.163], [-3.934, -4.560, -2.483], [1.647, -1.143, 6.508], [-0.524, 5.050, 1.088], [-4.446, 0.927, -0.223], [-1.891, 0.668, -0.077], [5.910, 3.315, -2.766], [3.927, -3.952, -1.517], [-2.386, 1.387, -6.432], [5.200, 2.316, -2.115], [2.057, 0.475, 1.464], [-3.987, 2.662, -3.729], [0.215, 4.287, 0.194], [1.767, 2.817, -3.674], [-1.430, 2.214, 3.801], [2.478, 0.388, 2.468], [0.243, 1.449, 2.132], [5.881, 0.408, -1.403], [-0.162, -2.127, 2.124], [-3.487, -1.354, 3.409], [-2.259, 5.127, 2.349], [3.969, 3.953, -3.972], [1.335, -1.085, 5.462], [-3.474, 0.357, 5.048], [3.472, 4.592, -4.698], [0.889, 2.367, 3.491], [0.888, -5.435, 1.702], [5.401, 1.500, -0.141], [1.421, 1.062, 5.382], [-5.285, -1.269, 5.023], [-2.373, -5.743, -1.070], [-0.476, -0.379, -2.368], [-2.989, 1.483, 5.650], [-1.690, 4.539, 1.638], [1.136, 3.152, -2.843], [3.223, -4.267, -0.748], [-0.593, -0.116, -5.754], [-0.217, -7.695, 0.692], [3.746, -4.567, 0.158], [-1.391, 2.492, 0.387], [1.372, 0.308, 3.420], [-3.924, 0.508, 1.433]],
  "lowdin_spin": [0.00, 0.00, 0.00, 0.00, 0.00, 0.00, 0.00, 0.00, 0.00, 0.02, 0.10, 0.00, 0.00, 0.00, 0.00, 0.00, 0.00, 0.00, 0.00, 0.00, 0.00, 0.00, 0.02, 0.00, 0.00, 0.00, 0.00, 0.00, 0.00, 0.00, 0.00, 0.00, 0.00, 0.00, 0.00, 0.00, 0.00, 0.00, 0.00, 0.00, 0.01, 0.00, 0.00, 0.00, 0.00, 0.00, 0.00, 0.00, 0.00, 0.00, 0.00, 0.00, 0.00, 0.09, 0.02, 0.00, 0.00, 0.00, 0.00, 0.00, 0.00, 0.00, 0.00, 0.00, 0.00, 0.00, 0.01, 0.02, 0.01, 0.00, 0.00, 0.00, 0.00, 0.00, 0.02, 0.01, 0.49, 0.00, 0.00, 0.00, 0.00, 0.00, 0.00, 0.00, 0.00, 0.00, 0.00, 0.01, 0.00, 0.04, 0.00, 0.00, 0.00, 0.00, 0.00, 0.00, 0.00, 0.00, 0.00, 0.00, 0.00, 0.00, 0.02, 0.00, 0.00, 0.00, 0.00, 0.00, 0.00, 0.00, 0.07, 0.00, 0.00],
  "total_charge": -2,
  "lumo_ev": [3.7, 3.6],
  "e_above_lowest_kj_mol": 94.3,
  "s2": 0.75,
  "homo_lumo_gap_ev": [5.35, 5.20],
  "multiplicity": 2,
  "homo_ev": [-1.60, -1.60]
}

No. 2
{
  "formula": "C50H51N7O2Sc",
  "method": "the ωB97M-V functional and the def2-TZVPD basis",
  "symbols": ["O", "H", "H", "H", "H", "C", "C", "C", "H", "C", "C", "H", "C", "H", "C", "H", "C", "H", "H", "C", "H", "C", "C", "C", "H", "O", "H", "C", "H", "H", "C", "C", "H", "N", "C", "C", "H", "H", "C", "H", "H", "C", "H", "H", "C", "H", "C", "C", "C", "H", "C", "H", "H", "C", "N", "C", "H", "H", "C", "H", "H", "C", "H", "C", "C", "H", "C", "C", "H", "H", "H", "H", "C", "C", "H", "H", "N", "C", "H", "H", "H", "N", "C", "H", "H", "C", "H", "C", "C", "H", "H", "C", "H", "C", "C", "C", "C", "C", "H", "C", "H", "Sc", "C", "H", "C", "C", "N", "N", "C", "N", "H"],
  "coordinates": [[0.669, 1.199, 1.615], [4.677, 5.346, 1.090], [3.944, -1.276, 1.602], [-2.018, 4.085, 1.364], [-6.876, -3.065, 0.509], [-2.256, 1.466, 4.484], [1.170, 1.262, -3.799], [-4.723, -0.581, -0.491], [-4.727, -3.216, 1.582], [-0.182, 1.396, 2.520], [-2.073, -4.759, -2.037], [-2.231, -5.823, -1.870], [3.813, 1.398, -4.572], [4.855, 1.464, -4.862], [5.172, -1.296, -1.547], [2.401, 4.139, -2.336], [3.468, 1.609, -3.247], [-1.069, 0.147, 5.625], [-2.733, -3.572, 2.530], [2.845, 1.097, -5.521], [-5.387, -0.033, -1.154], [-1.966, 2.681, -2.355], [0.268, -0.989, -1.902], [2.135, 1.535, -2.825], [-2.906, 3.225, -2.212], [-1.310, -0.410, 0.674], [-1.505, 4.879, -0.556], [-6.648, -2.173, -0.072], [3.119, 0.924, -6.553], [0.259, 4.746, -0.700], [-1.297, 2.294, 2.373], [3.968, -1.368, -2.232], [-4.349, 1.369, 4.970], [1.467, -0.867, 4.830], [1.505, -2.414, -3.462], [3.557, 4.875, -0.688], [-0.436, -1.699, 4.888], [0.077, -4.269, 2.340], [2.808, 3.922, -1.355], [-3.281, 0.791, 6.252], [0.743, 0.804, -5.842], [-0.830, -2.064, -3.827], [0.871, -2.000, 0.168], [3.735, 5.837, -1.153], [1.181, 0.126, 3.999], [3.974, -1.358, -3.315], [-0.861, -1.275, -2.683], [3.960, -1.298, 0.515], [-3.429, -0.128, -0.365], [-1.966, 2.294, -3.377], [2.566, 2.662, -0.785], [3.000, 1.406, 0.884], [2.016, 0.560, 3.451], [3.123, 2.395, 0.463], [-1.022, -2.505, 2.441], [5.169, -1.274, -0.161], [1.375, -3.973, 4.379], [-0.546, -1.735, 1.965], [0.590, -2.035, 4.994], [2.450, -1.061, 4.957], [-3.029, -4.238, -1.997], [-0.274, -3.577, 3.109], [-3.967, 1.577, -1.545], [-1.160, 0.688, 4.690], [-0.790, 3.623, -2.182], [0.136, 3.109, -2.429], [-1.335, 3.235, 1.246], [0.370, -2.637, -4.224], [6.104, -1.256, -2.094], [0.714, -2.434, 5.999], [2.436, -2.885, -3.754], [-1.733, -2.226, -4.407], [1.466, -1.598, -2.329], [-0.678, 4.192, -0.778], [-1.826, -0.860, -2.404], [-3.441, 2.520, 5.941], [-0.453, -3.779, -0.247], [-2.275, 2.297, 3.323], [-3.111, 2.980, 3.196], [-0.917, 4.448, -2.886], [-6.803, -2.408, -1.126], [1.529, -1.317, 0.544], [4.088, 4.602, 0.570], [6.099, -1.247, 0.392], [1.711, -1.504, 1.522], [-3.392, 1.537, 5.467], [0.426, -3.246, -5.118], [0.918, -3.095, 3.921], [3.870, 3.356, 1.134], [4.241, 1.808, -2.515], [-0.976, -4.114, 3.748], [1.519, 1.030, -5.121], [-7.371, -1.401, 0.198], [-3.045, -1.919, 1.222], [-2.513, -0.800, 0.507], [-1.178, -4.219, -1.019], [-3.085, 1.058, -1.154], [-4.383, -2.350, 1.025], [-1.625, -4.602, -3.016], [-2.264, -2.693, 2.095], [0.128, 1.208, -3.512], [0.188, 0.744, -0.410], [-0.073, 0.684, 3.763], [4.307, 3.119, 2.097], [-5.238, -1.712, 0.174], [2.741, -1.417, -1.575], [1.769, 1.710, -1.471], [-1.937, 1.511, -1.450], [2.759, -1.346, -0.180], [-0.617, 3.120, 0.209], [1.667, -2.689, 3.239]],
  "lowdin_charge": [-0.11, 0.10, 0.10, 0.14, 0.08, -0.25, -0.06, 0.04, 0.13, -0.30, -0.04, 0.09, -0.09, 0.10, -0.07, 0.12, -0.04, 0.12, 0.15, -0.10, 0.13, -0.18, -0.18, -0.31, 0.12, -0.11, 0.12, -0.04, 0.10, 0.12, -0.10, -0.03, 0.08, 0.06, -0.03, -0.08, 0.10, 0.12, -0.05, 0.08, 0.10, -0.12, 0.04, 0.10, 0.00, 0.11, -0.15, -0.05, -0.11, 0.13, -0.31, 0.08, 0.15, -0.04, 0.08, -0.08, 0.12, 0.12, -0.14, 0.16, 0.09, -0.15, 0.13, 0.02, -0.17, 0.07, -0.08, -0.09, 0.11, 0.13, 0.11, 0.10, -0.21, -0.18, 0.07, 0.09, 0.20, 0.05, 0.13, 0.13, 0.09, 0.08, -0.10, 0.10, 0.06, -0.04, 0.10, -0.13, -0.09, 0.12, 0.13, -0.08, 0.09, -0.11, -0.26, -0.21, -0.10, 0.02, 0.08, -0.01, 0.08, 1.04, -0.12, 0.10, -0.26, -0.13, -0.06, 0.02, -0.25, 0.03, 0.10],
  "total_charge": 1,
  "lumo_ev": -3.6,
  "e_above_lowest_kj_mol": 0.0,
  "homo_lumo_gap_ev": 4.90,
  "multiplicity": 1,
  "homo_ev": -8.48
}